Entry 1:
Here is the molecule C20H25NO6 in a non-equilibrium geometry from OMol25. Energies are from the ωB97M-V functional and the def2-TZVPD basis.

Properties
Structure (SMILES) ... COc1cc(CN(C[C@H]2CCCO2)C(=O)c2ccco2)cc(OC)c1OC
Max |F| ... 1.35 eV/A

Atoms and positions in Å:
C (-3.708, -2.777, 0.535)
O (-4.058, -1.497, 0.076)
C (-3.166, -0.464, 0.249)
C (-1.940, -0.628, 0.890)
C (-1.087, 0.443, 1.084)
C (0.249, 0.269, 1.756)
N (1.342, 0.531, 0.828)
C (1.488, -0.399, -0.264)
C (2.458, -1.559, 0.043)
C (1.850, -2.694, 0.882)
C (2.453, -3.945, 0.246)
C (2.541, -3.510, -1.214)
O (2.895, -2.142, -1.181)
C (2.046, 1.680, 0.992)
O (1.765, 2.486, 1.870)
C (3.183, 1.977, 0.104)
C (3.800, 3.199, -0.022)
C (4.867, 3.015, -0.925)
C (4.832, 1.698, -1.276)
O (3.824, 1.067, -0.665)
C (-1.445, 1.702, 0.624)
C (-2.648, 1.884, -0.037)
O (-3.084, 3.073, -0.534)
C (-2.282, 4.211, -0.330)
C (-3.525, 0.797, -0.241)
O (-4.683, 1.128, -0.882)
C (-5.425, 0.148, -1.570)
H (-2.812, -3.158, 0.034)
H (-3.557, -2.792, 1.619)
H (-4.554, -3.415, 0.283)
H (-1.656, -1.596, 1.270)
H (0.356, -0.741, 2.157)
H (0.356, 0.994, 2.567)
H (0.498, -0.797, -0.504)
H (1.865, 0.111, -1.152)
H (3.345, -1.141, 0.539)
H (2.089, -2.597, 1.938)
H (0.765, -2.708, 0.760)
H (1.843, -4.835, 0.385)
H (3.452, -4.130, 0.642)
H (3.305, -4.039, -1.786)
H (1.570, -3.638, -1.715)
H (3.509, 4.099, 0.477)
H (5.563, 3.754, -1.262)
H (5.448, 1.111, -1.929)
H (-0.768, 2.523, 0.792)
H (-2.133, 4.415, 0.735)
H (-2.828, 5.037, -0.783)
H (-1.306, 4.111, -0.817)
H (-5.966, -0.509, -0.886)
H (-6.137, 0.705, -2.179)
H (-4.788, -0.457, -2.221)



Entry 2:
Here is the molecule H4N3P in a non-equilibrium geometry from OMol25. Energies are from the ωB97M-V functional and the def2-TZVPD basis.

Properties
Structure (SMILES) ... Pn1[nH][nH]1
Max |F| ... 4.22 eV/A

Atoms and positions in Å:
P (1.404, -0.143, 0.001)
N (-0.277, -0.281, 0.642)
N (-1.180, 0.579, 0.016)
N (-1.437, -0.794, -0.132)
H (2.132, -0.376, 1.071)
H (1.266, 1.190, 0.154)
H (-0.928, 1.126, -0.841)
H (-0.980, -1.301, -0.910)



Entry 3:
Here is C14H24Cl6Mg2O8 as an isolated structure in a non-equilibrium geometry from OMol25. Energies are from the ωB97M-V functional and the def2-TZVPD basis.

Properties
Max |F| ... 3.00 eV/A

Atoms and positions in Å:
Mg (23.825, -22.556, 1.896)
Mg (23.409, -24.174, -1.082)
C (26.447, -25.946, 1.464)
C (25.398, -24.953, 1.060)
O (25.185, -23.914, 1.807)
O (24.770, -25.050, -0.041)
H (27.420, -25.479, 1.321)
H (26.393, -26.847, 0.864)
H (26.298, -26.181, 2.515)
C (20.186, -23.875, 1.533)
C (21.644, -23.574, 1.678)
O (22.455, -23.522, 0.678)
O (22.170, -23.327, 2.817)
H (20.010, -24.835, 1.055)
H (19.725, -23.106, 0.918)
H (19.762, -23.852, 2.532)
C (22.119, -26.828, -3.539)
C (22.455, -25.604, -2.747)
O (21.797, -25.175, -1.738)
O (23.592, -25.058, -2.919)
H (22.472, -27.683, -2.969)
H (22.662, -26.809, -4.479)
H (21.053, -26.823, -3.746)
C (24.617, -20.022, -1.355)
C (24.363, -21.228, -0.528)
O (24.300, -21.068, 0.740)
O (24.183, -22.331, -1.066)
H (25.484, -19.475, -0.997)
H (23.735, -19.390, -1.198)
H (24.679, -20.185, -2.424)
Cl (16.026, -24.506, 4.821)
C (16.906, -24.316, 3.278)
C (16.010, -23.806, 2.177)
Cl (14.568, -24.849, 1.994)
H (17.468, -25.196, 2.974)
H (17.679, -23.587, 3.526)
H (16.524, -23.820, 1.215)
H (15.634, -22.793, 2.292)
Cl (17.662, -21.253, 0.032)
C (17.566, -20.447, -1.537)
C (16.173, -19.942, -1.849)
Cl (15.701, -18.563, -0.834)
H (17.855, -21.127, -2.340)
H (18.271, -19.619, -1.569)
H (15.408, -20.696, -1.699)
H (16.186, -19.635, -2.895)
Cl (17.912, -26.994, 0.046)
C (19.521, -27.755, -0.162)
C (19.322, -29.072, -0.829)
Cl (18.516, -29.006, -2.419)
H (20.053, -27.901, 0.777)
H (20.099, -27.021, -0.720)
H (18.713, -29.759, -0.249)
H (20.269, -29.591, -0.982)



Entry 4:
Here is C23H26BrN3O2SeV as an isolated structure from OMol25. Energies are from the ωB97M-V functional and the def2-TZVPD basis.

Properties
Charge ... -1
Max |F| ... 0.69 eV/A

Atoms and positions in Å:
V (0.043, 1.140, 1.231)
O (3.477, -3.031, 2.571)
C (2.750, -2.115, 1.875)
C (2.961, -1.896, 0.516)
C (2.187, -0.955, -0.123)
N (1.250, -0.291, 0.549)
C (1.021, -0.481, 1.857)
Br (-0.084, 2.637, 3.186)
C (1.791, -1.389, 2.564)
H (4.045, -3.507, 1.955)
H (3.697, -2.464, -0.040)
H (2.260, -0.775, -1.188)
H (1.639, -1.567, 3.620)
C (-1.479, 0.575, 0.984)
C (-2.813, 0.051, 0.764)
C (-3.894, 0.566, 1.490)
C (-5.179, 0.099, 1.267)
C (-5.410, -0.888, 0.316)
C (-4.344, -1.405, -0.409)
C (-3.054, -0.946, -0.192)
H (-3.703, 1.333, 2.231)
H (-6.006, 0.505, 1.838)
H (-6.415, -1.253, 0.143)
H (-4.511, -2.175, -1.153)
H (-2.229, -1.342, -0.777)
C (-0.828, 5.416, -1.745)
N (-0.487, 4.512, -0.663)
C (0.291, 5.119, 0.405)
C (-0.407, 3.168, -0.845)
O (0.461, 2.501, -0.221)
N (-1.240, 2.585, -1.729)
C (-2.628, 2.989, -1.866)
C (-0.928, 1.251, -2.235)
H (0.065, 5.973, -2.049)
H (-1.587, 6.133, -1.426)
H (-1.196, 4.871, -2.607)
H (-0.216, 6.030, 0.725)
H (1.297, 5.379, 0.058)
H (0.365, 4.444, 1.251)
H (-2.859, 3.800, -1.179)
H (-3.261, 2.135, -1.613)
H (-2.860, 3.302, -2.888)
H (0.117, 1.012, -2.075)
H (-1.145, 1.222, -3.304)
H (-1.517, 0.487, -1.734)
Se (0.035, -2.084, -2.666)
C (0.253, -3.461, -1.370)
C (0.769, -4.717, -1.723)
C (0.968, -5.713, -0.778)
C (0.657, -5.495, 0.560)
C (0.135, -4.261, 0.928)
C (-0.064, -3.265, -0.018)
H (1.020, -4.896, -2.761)
H (1.372, -6.670, -1.090)
H (0.814, -6.272, 1.299)
H (-0.117, -4.063, 1.964)
H (-0.464, -2.310, 0.297)



Entry 5:
Here is CH10BeIN2 as an isolated structure in a non-equilibrium geometry from OMol25. Energies are from the ωB97M-V functional and the def2-TZVPD basis.

Properties
Charge ... -1
Max |F| ... 5.18 eV/A

Atoms and positions in Å:
C (1.227, 0.922, 0.825)
Be (0.065, 0.177, 0.109)
N (-1.558, -0.524, 0.578)
N (0.449, -0.766, -1.275)
H (-2.248, 0.100, 0.137)
H (0.484, -0.802, 0.862)
H (0.951, 1.221, 1.884)
H (1.252, 1.806, 0.177)
H (2.262, 0.534, 0.771)
H (-0.212, -0.480, -2.008)
H (0.481, -1.737, -1.150)
H (1.387, -0.485, -1.643)
H (-1.733, -1.464, 0.213)
H (-1.791, -0.552, 1.581)
I (-1.017, 2.050, -1.061)



In eV, the Kohn-Sham gap values for the records above are, in order, 8.4; 9.6; 9.9; 5.6; 4.4.